No. 1
AlBH22O9 | ωB97M-V/def2-TZVPD

```
33
Properties=species:S:1:pos:R:3:forces:R:3
Al 23.781804 4.589296 3.136653 0.0 0.0 0.1
B 23.383760 6.273544 -1.697378 0.4 0.1 -0.8
H 24.210883 5.957118 -1.080961 4.6 1.2 3.1
H 22.767106 5.429752 -1.965692 -4.5 -2.1 -2.5
H 22.767485 6.895570 -1.066878 -3.1 0.8 4.6
H 23.760593 6.743259 -2.592710 2.7 -0.1 -4.5
O 27.958830 6.030013 1.279052 -0.5 -0.1 0.1
H 28.074878 6.879742 0.853939 0.1 0.3 -0.1
H 28.726969 5.523112 1.015900 0.3 -0.2 0.0
O 25.353701 1.527316 -0.572910 -0.2 0.5 0.2
H 25.665170 1.607019 -1.474505 0.2 0.0 -0.4
H 25.184541 0.592064 -0.459236 -0.1 -0.4 0.1
O 24.573915 9.380344 2.607670 0.0 -0.4 -0.2
H 23.787637 9.924941 2.569923 -0.2 0.2 0.1
H 25.296716 10.005701 2.659693 0.3 0.2 0.1
O 19.663367 7.017811 2.029585 0.5 -0.2 0.0
H 18.813949 7.322458 2.348791 -0.3 0.1 0.2
H 19.685275 7.287058 1.111280 -0.1 0.1 -0.3
O 20.430856 2.439172 0.252542 0.4 0.3 0.1
H 19.922438 1.708892 0.605295 -0.2 -0.3 0.2
H 20.263139 2.415423 -0.689556 -0.1 0.0 -0.3
O 27.350476 8.288722 -2.336185 0.1 -0.3 0.1
H 27.172331 9.213634 -2.165788 0.1 0.5 0.0
H 26.484725 7.886072 -2.403861 -0.2 -0.2 -0.1
O 22.951604 10.676422 -2.512467 -0.3 -0.2 -0.1
H 23.719288 11.234199 -2.386839 0.3 0.5 0.0
H 23.244513 9.802938 -2.252714 0.0 -0.3 0.1
O 20.654862 5.244108 -5.245298 0.0 0.3 -0.1
H 21.027557 5.483571 -4.396775 0.1 0.2 0.3
H 20.707193 4.288637 -5.269354 -0.1 -0.5 -0.2
O 25.701035 3.240836 -4.363151 -0.2 -0.3 0.2
H 26.333990 3.840373 -4.758291 0.4 0.2 -0.3
H 25.225374 3.777645 -3.729256 -0.2 0.2 0.2
```
Positions in Å, forces in eV/Å.

Summary:
- HOMO level: -16.548 eV
- Lowest unoccupied orbital energy: -14.2 eV
- Total energy: -956.54329 Eh
- Frontier orbital gap: 2.30 eV
- Net charge: +2
- Multiplicity: 1
- ΔE to the lowest compared entry with this formula, charge and spin: 391.12 kJ/mol

***

No. 2
AlH12O6 | ωB97M-V/def2-TZVPD

```
19
Properties=species:S:1:pos:R:3:forces:R:3
Al 0.765070 0.380152 -0.155002 -2.0 -0.8 0.6
O 0.827800 3.373342 -0.065142 0.1 -1.4 0.2
H 1.440150 3.782002 0.546628 0.8 0.3 0.2
H 0.179810 4.054052 -0.246752 -0.4 0.5 -0.9
O 0.115440 -2.524528 0.212098 -0.4 1.5 -0.4
H -0.234910 -2.877738 1.029858 0.0 -0.2 0.9
H 0.220280 -3.289128 -0.354142 0.6 -0.6 -0.4
O -0.938860 -1.078608 -2.109512 0.7 1.5 1.0
H -1.445600 -1.716538 -1.607032 -0.2 -0.6 0.3
H -0.630380 -1.565498 -2.873722 0.5 -0.3 -0.9
O -1.996550 -0.184718 0.476038 1.6 -0.2 -0.4
H -2.298370 -0.956018 -0.003782 -0.3 -0.2 0.0
H -2.788650 0.174282 0.875958 -0.5 0.3 0.4
O 2.976010 -1.496428 0.079988 -2.2 0.8 0.1
H 3.762970 -1.451268 0.623008 0.9 0.4 0.8
H 3.279110 -1.859748 -0.752102 0.3 -0.2 -1.0
O -0.867220 2.133222 1.615658 1.0 -1.7 -0.1
H -0.604010 3.033772 1.425988 0.5 0.7 0.0
H -1.762090 2.069402 1.281958 -0.8 -0.1 -0.2
```
Positions in Å, forces in eV/Å.

Summary:
- HOMO level: -23.677 eV
- Lowest unoccupied orbital energy: -19.2 eV
- Total energy: -699.64856 Eh
- Frontier orbital gap: 4.51 eV
- Net charge: +3
- Multiplicity: 1
- ΔE to the lowest compared entry with this formula, charge and spin: 1182.16 kJ/mol